The following is a quantum chemistry calculation of 10 unconnected molecules or ions with the total composition C4H18BO17 at a distorted geometry, from the OMol25 dataset.

Cartesian coordinates (Å):
O1 1.76 1.35 2.15
C1 0.96 0.76 1.42
O2 -0.09 1.29 0.70
B1 -1.07 0.25 0.29
O3 -0.44 -1.07 0.71
C2 0.69 -0.82 1.51
O4 1.41 -1.62 2.09
O5 -1.40 0.31 -1.16
C3 -2.56 0.70 -1.45
O6 -2.99 0.99 -2.57
C4 -3.35 0.74 -0.11
O7 -2.41 0.59 0.87
O8 -4.56 0.94 -0.03
O9 3.17 -3.47 3.51
H1 3.60 -3.05 4.25
H2 3.20 -2.81 2.81
O10 -1.44 3.16 -3.85
H3 -2.02 2.40 -3.85
H4 -1.82 3.75 -3.20
O11 -6.80 2.08 0.46
H5 -6.86 2.26 1.40
H6 -5.93 1.71 0.34
O12 0.88 -4.39 2.25
H7 0.59 -3.63 1.74
H8 1.74 -4.15 2.58
O13 4.08 2.24 3.59
H9 3.47 2.08 2.87
H10 4.79 1.61 3.46
O14 -3.47 -1.96 -4.26
H11 -3.24 -1.44 -3.49
H12 -3.83 -1.33 -4.88
O15 3.38 0.64 -0.62
H13 2.87 0.75 -1.42
H14 3.03 1.30 -0.02
O16 3.77 -2.18 0.34
H15 2.83 -2.38 0.38
H16 3.81 -1.27 0.04
O17 1.60 1.44 -2.69
H17 0.66 1.27 -2.72
H18 1.96 0.99 -3.45

2S+1: 2
Energy relative to the best compared isomer or geometry (same formula, charge and spin), kcal/mol: 12.23

Here are the Mulliken charges for atoms 1 to 5, given in e:
1. O -0.49
2. C 0.41
3. O -0.44
4. B 1.09
5. O -0.38

---

The following is a quantum chemistry calculation of 3 unconnected molecules or ions with the total composition C4H18N2O2 at a distorted geometry, from the OMol25 dataset.

Cartesian coordinates (Å):
C1 1.70 2.06 -0.92
C2 0.69 1.12 -0.40
C3 1.17 -0.29 -0.76
C4 0.51 -1.53 -0.29
N1 1.24 -2.08 0.94
N2 -0.67 1.48 -0.97
H1 2.48 2.16 -0.14
H2 2.24 1.69 -1.89
H3 1.40 2.99 -1.32
H4 0.39 1.07 0.64
H5 2.31 -0.32 -0.46
H6 1.13 -0.34 -1.83
H7 -0.61 -1.40 -0.02
H8 0.49 -2.48 -0.98
H9 2.22 -2.53 0.82
H10 1.37 -1.27 1.64
H11 0.75 -2.88 1.51
H12 -0.95 2.54 -0.71
H13 -1.39 0.91 -0.50
H14 -0.81 1.43 -2.03
H15 -3.52 3.31 0.51
H16 -3.75 2.18 -0.56
O1 -3.03 2.77 -0.24
H17 -0.81 -4.07 1.67
H18 -1.52 -3.10 2.67
O2 -0.70 -3.25 2.15

Charge: +3
2S+1: 2
Energy relative to the best compared isomer or geometry (same formula, charge and spin), kcal/mol: 21.88

Here are the Mulliken charges for atoms 1 to 5, given in e:
1. C -1.27
2. C 0.23
3. C -0.95
4. C -0.47
5. N -0.40